A structure of composition C56H42AuCl3NP3Si at a distorted geometry, computed with ωB97M-V/def2-TZVPD.

The geometry in XYZ format:
```
107
Properties=species:S:1:pos:R:3:lowdin_charge:R:1
Au 0.6852 -0.8623 0.1094 0.70
C -3.0641 -5.4372 1.2533 -0.05
C -3.8045 -4.5265 1.9905 -0.05
C -3.4818 -3.1821 1.9723 -0.09
C -2.3667 -2.7499 1.2490 -0.36
C -1.6187 -3.6656 0.5154 -0.14
C -1.9751 -5.0030 0.5132 -0.09
P -1.8857 -0.9826 1.2206 0.98
C -3.5294 -0.2129 1.4647 -0.39
C -4.5346 -0.5370 0.5497 -0.11
C -5.7705 0.0765 0.6329 -0.06
C -6.0111 1.0166 1.6248 -0.06
C -5.0180 1.3373 2.5357 -0.06
C -3.7723 0.7372 2.4507 -0.07
C -1.1238 -0.6012 2.8491 -0.42
C -1.5766 -1.3136 3.9544 -0.07
C -1.1951 -0.9417 5.2324 -0.03
C -0.3905 0.1694 5.4108 -0.04
C 0.0984 0.8500 4.3102 -0.08
C -0.2302 0.4648 3.0142 -0.28
Si 0.7482 1.1512 1.5417 0.77
C 0.1879 2.7384 0.6568 -0.27
C 0.8267 3.9640 0.8396 -0.09
C 0.4254 5.0872 0.1333 -0.05
C -0.6103 5.0045 -0.7850 -0.03
C -1.2419 3.7936 -1.0000 -0.07
C -0.8400 2.6662 -0.2895 -0.38
P -1.6514 1.0645 -0.5816 1.00
C -3.2720 1.5270 -1.2488 -0.37
C -4.0030 2.4878 -0.5446 -0.13
C -5.2329 2.9029 -1.0123 -0.07
C -5.7539 2.3536 -2.1773 -0.06
C -5.0458 1.3758 -2.8604 -0.06
C -3.8112 0.9523 -2.4002 -0.07
C -0.8001 0.3292 -2.0094 -0.43
C 0.0727 1.0763 -2.7959 -0.08
C 0.6447 0.5003 -3.9172 -0.07
C 0.3645 -0.8153 -4.2517 -0.05
C -0.5012 -1.5670 -3.4685 -0.06
C -1.0832 -0.9993 -2.3480 -0.16
C 2.6337 1.1976 1.8029 -0.28
C 3.1831 1.7981 2.9313 -0.08
C 4.5508 1.8357 3.1467 -0.04
C 5.4144 1.2954 2.2091 -0.03
C 4.8931 0.7131 1.0676 -0.06
C 3.5189 0.6443 0.8675 -0.37
P 2.9031 -0.0602 -0.7031 1.07
C 3.3326 1.2485 -1.8793 -0.34
C 3.2050 2.5769 -1.4759 -0.07
C 3.5338 3.5970 -2.3467 -0.05
C 3.9800 3.3045 -3.6260 -0.04
C 4.0824 1.9830 -4.0358 -0.06
C 3.7509 0.9525 -3.1763 -0.10
C 3.9051 -1.4707 -1.2292 -0.35
C 5.2307 -1.3336 -1.6437 -0.10
C 5.9074 -2.4260 -2.1516 -0.04
C 5.2551 -3.6389 -2.3075 -0.04
C 3.9307 -3.7733 -1.9202 -0.09
C 3.2580 -2.6968 -1.3721 -0.13
H -3.3424 -6.4806 1.2526 0.12
H -4.6426 -4.8598 2.5833 0.12
H -4.0920 -2.4761 2.5201 0.11
H -0.7540 -3.3280 -0.0470 0.05
H -1.4031 -5.7104 -0.0666 0.08
H -4.3489 -1.2811 -0.2158 0.12
H -6.5457 -0.1642 -0.0797 0.12
H -6.9724 1.5018 1.6894 0.12
H -5.2039 2.0606 3.3159 0.12
H -3.0017 0.9967 3.1630 0.11
H -2.2203 -2.1696 3.8238 0.10
H -1.5434 -1.5081 6.0822 0.12
H -0.1227 0.4890 6.4043 0.12
H 0.7457 1.6976 4.4654 0.09
H 1.6389 4.0471 1.5484 0.11
H 0.9204 6.0326 0.2921 0.12
H -0.9247 5.8733 -1.3442 0.12
H -2.0233 3.7154 -1.7410 0.12
H -3.5882 2.9120 0.3599 0.11
H -5.7915 3.6473 -0.4650 0.12
H -6.7095 2.6906 -2.5495 0.11
H -5.4606 0.9387 -3.7573 0.11
H -3.2626 0.2032 -2.9527 0.10
H 0.2960 2.1026 -2.5392 0.11
H 1.3106 1.0893 -4.5297 0.11
H 0.8161 -1.2553 -5.1278 0.11
H -0.7245 -2.5894 -3.7394 0.11
H -1.7758 -1.5719 -1.7392 0.09
H 2.5334 2.2550 3.6605 0.09
H 4.9461 2.2988 4.0381 0.12
H 6.4835 1.3388 2.3555 0.12
H 5.5650 0.3156 0.3235 0.09
H 2.8683 2.7994 -0.4735 0.09
H 3.4545 4.6224 -2.0214 0.11
H 4.2595 4.1027 -4.2963 0.12
H 4.4281 1.7560 -5.0320 0.12
H 3.8329 -0.0754 -3.5010 0.11
H 5.7235 -0.3727 -1.6058 0.11
H 6.9423 -2.3221 -2.4390 0.12
H 5.7712 -4.4793 -2.7451 0.12
H 3.4242 -4.7168 -2.0584 0.09
H 2.2170 -2.7862 -1.0740 0.05
Cl 1.4120 -5.3991 -0.0506 0.67
C 1.9391 -4.9128 1.5838 -1.54
Cl 1.2489 -6.0375 2.7897 0.66
Cl 3.7279 -4.9025 1.6633 0.66
C 1.4844 -3.5751 1.8286 -0.37
N 1.1372 -2.4867 1.9535 0.19
```

For the electronic energy, the calculation gives -137233.90430 eV. As for the multiplicity: 1. The frontier orbital gap comes out at 0.1810 Eh. Its net charge is +2.



A structure of composition C16H16ClN2O10Ti, computed with ωB97M-V/def2-TZVPD.

The geometry in XYZ format:
```
46
Properties=species:S:1:pos:R:3:lowdin_spin:R:1
Ti -1.6288 0.4985 0.6272 0.97
O 1.9141 0.1269 5.6303 0.31
C 1.2144 0.1590 4.5945 0.19
C -0.3244 0.2658 4.6093 0.03
O -1.0538 0.3271 5.5813 0.01
C -0.7431 0.2989 3.1855 0.09
C 0.3410 0.1391 2.4133 0.02
O 0.1781 0.0564 1.0814 -0.03
C 1.6180 0.0322 3.2087 0.13
O 2.7356 -0.1064 2.6909 0.18
O -1.9814 0.3319 2.5903 0.03
O -3.8072 1.2104 0.6975 0.00
H -3.5330 2.1376 0.6417 0.00
H -3.9552 1.0572 1.6437 0.00
C 3.5010 0.5145 -0.7590 0.00
C 2.7627 0.6509 -2.0570 0.00
C 3.0948 -0.1062 -3.1686 0.00
C 2.4088 0.0436 -4.3639 0.00
Cl 2.8594 -0.9408 -5.7411 0.00
C 1.3810 0.9536 -4.4838 0.00
C 1.0313 1.7237 -3.3809 0.00
C 1.7112 1.5705 -2.1845 0.00
O 1.4875 2.3328 -1.0694 0.00
C 0.3485 3.1558 -0.9529 0.00
C -0.9166 2.3880 -0.5833 0.00
O -1.4828 2.6561 0.5201 0.01
O -1.3309 1.4321 -1.2989 0.03
H 4.2519 -0.2708 -0.8306 0.00
H 2.8351 0.2840 0.0748 0.00
H 4.0019 1.4479 -0.4937 0.00
H 3.8995 -0.8273 -3.0995 0.00
H 0.8464 1.0554 -5.4179 0.00
H 0.2012 2.4074 -3.4616 0.00
H 0.5680 3.8313 -0.1318 0.00
H 0.1730 3.7484 -1.8617 0.00
C -1.7968 -3.9216 -0.8982 0.00
N -2.3769 -3.6886 0.4114 0.00
C -2.4626 -2.4360 0.9219 0.00
N -2.8576 -2.2742 2.1935 0.00
O -2.2066 -1.4720 0.1617 0.02
H -2.0441 -4.9342 -1.2095 0.00
H -0.7126 -3.7959 -0.8931 0.00
H -2.2199 -3.2190 -1.6107 0.00
H -2.3781 -4.4521 1.0655 0.00
H -2.8455 -3.0641 2.8160 0.00
H -2.7065 -1.3279 2.5907 0.00
```

For the electronic energy, the calculation gives -75949.53827 eV. As for the multiplicity: 3. The frontier orbital gap (spin up / spin down) comes out at 0.1452 / 0.2237 Eh. For the energy relative to the best compared isomer or geometry (same formula, charge and spin), the calculation gives 48.6 kJ/mol. Its net charge is -1.



A structure of composition C23H29N3O4 at a distorted geometry, computed with ωB97M-V/def2-TZVPD.

The geometry in XYZ format:
```
59
Properties=species:S:1:pos:R:3:nbo_charge:R:1
C -4.5175 -2.5396 0.5699 -0.62
C -2.9616 -2.1908 0.5343 0.04
C -2.4763 -1.2427 1.4987 -0.22
C -1.2480 -1.0003 1.5533 -0.21
C -0.3864 -1.6591 0.4941 0.15
C -0.9303 -2.4458 -0.2725 -0.24
C -2.3067 -2.8283 -0.2319 -0.02
C -2.7081 -3.6127 -1.5948 -0.56
H -3.1581 -4.5148 -1.1307 0.21
H -3.4278 -3.2123 -2.0824 0.20
H -1.9242 -3.7117 -2.1084 0.20
H -0.2889 -2.7021 -1.1270 0.23
N 0.9690 -1.2473 0.5752 -0.46
C 1.6354 -1.0890 1.9264 0.80
O 1.1231 -1.6633 2.7673 -0.60
N 2.8103 -0.6723 2.0293 -0.60
C 3.4692 -0.0591 0.9355 0.12
C 4.5300 0.8324 1.1620 -0.21
C 5.1818 1.7372 -0.0289 -0.18
C 4.4362 1.6501 -1.0910 -0.21
C 3.2968 0.8142 -1.5014 -0.13
C 2.7008 0.1665 -0.2124 -0.03
C 1.6649 -0.7840 -0.5075 0.18
O 2.1174 -2.0734 -0.8511 -0.74
H 1.8737 -2.0447 -2.1908 0.49
C 0.8024 -0.3224 -1.6620 0.74
O 0.6976 -1.0742 -2.7429 -0.64
N 0.0858 0.9229 -1.3570 -0.63
H 0.0171 1.0733 -0.2695 0.43
C -0.8467 1.3621 -2.1580 -0.23
H -0.7246 2.5921 -2.2210 0.20
H -0.6706 1.0208 -3.3594 0.23
C -2.3095 1.1154 -1.8857 -0.43
H -2.9877 1.4231 -2.6842 0.21
H -2.5302 -0.0697 -1.9365 0.20
C -2.7028 1.7854 -0.4863 -0.04
O -2.3999 2.9590 -0.6012 -0.59
C -2.8810 3.6173 1.0156 0.16
C -2.7941 5.1412 0.5058 -0.51
H -3.2790 5.7824 1.4326 0.17
H -3.2638 5.2812 -0.2389 0.18
H -1.8758 5.4420 0.5655 0.20
C -2.1585 3.1569 2.0104 -0.64
H -2.4370 3.6370 2.8665 0.25
H -2.2894 2.2056 2.1388 0.23
H -0.8503 3.3365 1.7898 0.19
H -3.8535 3.2173 0.9629 0.20
H -2.0899 0.8546 0.2864 0.10
H -3.7984 1.5260 -0.4792 0.13
H 2.7499 0.8422 -2.3355 0.21
H 4.8958 2.2312 -2.0719 0.19
H 5.9838 2.2765 0.1383 0.21
H 5.2294 0.9603 1.9519 0.21
H 3.4268 -0.7756 2.8900 0.44
H -0.8322 -0.3746 2.4713 0.24
H -3.2779 -0.8430 2.4727 0.20
H -5.1376 -2.1133 1.2195 0.21
H -5.0858 -2.2304 -0.4120 0.19
H -4.6721 -3.5200 0.6022 0.20
```

For the electronic energy, the calculation gives -36962.56929 eV. As for the multiplicity: 1. The frontier orbital gap comes out at 0.2912 Eh. For the energy relative to the best compared isomer or geometry (same formula, charge and spin), the calculation gives 2073.8 kJ/mol.



Repeat the second record exactly.
A structure of composition C16H16ClN2O10Ti, computed with ωB97M-V/def2-TZVPD.

The geometry in XYZ format:
```
46
Properties=species:S:1:pos:R:3:lowdin_spin:R:1
Ti -1.6288 0.4985 0.6272 0.97
O 1.9141 0.1269 5.6303 0.31
C 1.2144 0.1590 4.5945 0.19
C -0.3244 0.2658 4.6093 0.03
O -1.0538 0.3271 5.5813 0.01
C -0.7431 0.2989 3.1855 0.09
C 0.3410 0.1391 2.4133 0.02
O 0.1781 0.0564 1.0814 -0.03
C 1.6180 0.0322 3.2087 0.13
O 2.7356 -0.1064 2.6909 0.18
O -1.9814 0.3319 2.5903 0.03
O -3.8072 1.2104 0.6975 0.00
H -3.5330 2.1376 0.6417 0.00
H -3.9552 1.0572 1.6437 0.00
C 3.5010 0.5145 -0.7590 0.00
C 2.7627 0.6509 -2.0570 0.00
C 3.0948 -0.1062 -3.1686 0.00
C 2.4088 0.0436 -4.3639 0.00
Cl 2.8594 -0.9408 -5.7411 0.00
C 1.3810 0.9536 -4.4838 0.00
C 1.0313 1.7237 -3.3809 0.00
C 1.7112 1.5705 -2.1845 0.00
O 1.4875 2.3328 -1.0694 0.00
C 0.3485 3.1558 -0.9529 0.00
C -0.9166 2.3880 -0.5833 0.00
O -1.4828 2.6561 0.5201 0.01
O -1.3309 1.4321 -1.2989 0.03
H 4.2519 -0.2708 -0.8306 0.00
H 2.8351 0.2840 0.0748 0.00
H 4.0019 1.4479 -0.4937 0.00
H 3.8995 -0.8273 -3.0995 0.00
H 0.8464 1.0554 -5.4179 0.00
H 0.2012 2.4074 -3.4616 0.00
H 0.5680 3.8313 -0.1318 0.00
H 0.1730 3.7484 -1.8617 0.00
C -1.7968 -3.9216 -0.8982 0.00
N -2.3769 -3.6886 0.4114 0.00
C -2.4626 -2.4360 0.9219 0.00
N -2.8576 -2.2742 2.1935 0.00
O -2.2066 -1.4720 0.1617 0.02
H -2.0441 -4.9342 -1.2095 0.00
H -0.7126 -3.7959 -0.8931 0.00
H -2.2199 -3.2190 -1.6107 0.00
H -2.3781 -4.4521 1.0655 0.00
H -2.8455 -3.0641 2.8160 0.00
H -2.7065 -1.3279 2.5907 0.00
```

For the electronic energy, the calculation gives -75949.53827 eV. As for the multiplicity: 3. The frontier orbital gap (spin up / spin down) comes out at 0.1452 / 0.2237 Eh. For the energy relative to the best compared isomer or geometry (same formula, charge and spin), the calculation gives 48.6 kJ/mol. Its net charge is -1.